Run one
Computed, not measured: a single C2H6S molecule, with ωB97M-V with the def2-TZVPD basis set.

Computed properties:
- orbital gap (eV) = 9.61

CARTESIAN COORDINATES (ANGSTROEM)
C -0.411 -1.379 -0.339
S -0.998 0.345 -0.296
C 0.424 1.357 0.327
H 0.646 -1.368 -0.701
H -0.535 -1.809 0.681
H -1.078 -1.914 -1.016
H 0.401 1.445 1.429
H 1.394 1.004 -0.066
H 0.157 2.319 -0.020


Run two
Computed, not measured: a 2-piece molecular cluster, C2H6S overall, with ωB97M-V with the def2-TZVPD basis set.

Computed properties:
- orbital gap (eV) = 7.94

CARTESIAN COORDINATES (ANGSTROEM)
C -0.311 0.703 -1.058
S 0.015 0.887 0.758
C 0.200 -0.729 1.156
H -0.960 -0.178 -0.968
H -0.794 1.581 -1.489
H 0.592 0.623 -1.667
H 1.766 -0.378 0.628
H -0.548 -1.369 0.528
H 0.038 -1.139 2.112


Run three
Computed, not measured: a single C2H6S molecule, with ωB97M-V with the def2-TZVPD basis set.

Computed properties:
- orbital gap (eV) = 9.45

CARTESIAN COORDINATES (ANGSTROEM)
C 1.374 -0.021 0.064
S -0.088 -0.982 0.018
C -1.501 0.036 -0.030
H 1.714 0.759 -0.844
H 1.821 0.589 0.907
H 2.141 -0.973 -0.276
H -1.814 0.296 1.166
H -1.394 1.003 -0.648
H -2.253 -0.708 -0.356


Run four
Computed, not measured: a 2-piece molecular cluster, C2H6S overall, with ωB97M-V with the def2-TZVPD basis set.

Computed properties:
- orbital gap (eV) = 10.78

CARTESIAN COORDINATES (ANGSTROEM)
C -2.011 0.126 0.385
C -1.929 1.289 -0.254
H -2.771 0.005 1.147
H -1.282 -0.662 0.254
H -2.576 2.098 0.058
H -1.206 1.457 -1.040
S 1.726 -0.729 -0.031
H 1.412 0.527 0.243
H 2.555 -0.403 -1.021


Q: Which of them is the most stable? A: run one.


Run one
Computed, not measured: a single C8H15N molecule, with ωB97M-V with the def2-TZVPD basis set.

Computed properties:
- orbital gap (eV) = 8.73

CARTESIAN COORDINATES (ANGSTROEM)
C 0.640 -0.176 1.676
C 0.052 -0.865 0.364
C 1.480 -1.025 -0.417
C 1.638 0.585 -0.954
C 0.471 1.569 -1.297
C -0.748 0.893 -0.629
C -2.235 0.271 0.097
C -1.391 -1.197 0.808
N -0.327 -0.411 -1.034
H 0.810 -1.159 2.300
H 1.699 0.198 1.931
H -0.031 0.431 2.284
H 1.382 -1.513 -1.479
H 2.295 -1.376 0.318
H 2.306 0.622 -1.828
H 2.174 1.265 -0.381
H 0.444 2.635 -0.899
H 0.174 1.688 -2.322
H -0.497 1.073 0.389
H -2.987 -0.335 -0.530
H -2.732 0.884 0.738
H -1.561 -1.126 1.940
H -1.796 -2.063 0.275
H -1.260 -0.870 -1.349


Run two
Computed, not measured: a single C8H15N molecule, with ωB97M-V with the def2-TZVPD basis set.

Computed properties:
- orbital gap (eV) = 8.69

CARTESIAN COORDINATES (ANGSTROEM)
C 3.237 0.700 0.022
C 1.814 0.131 -0.146
C 1.902 -1.349 -0.217
C 0.712 0.874 -0.218
N -0.635 0.676 -0.616
C -1.809 1.527 -0.341
C -1.804 0.073 -0.007
C -2.362 -0.958 -0.866
C -1.746 -0.353 1.420
H 3.857 0.584 -0.841
H 3.698 0.198 0.768
H 3.052 1.661 0.503
H 1.037 -1.703 -0.871
H 1.926 -1.774 0.885
H 2.677 -1.855 -0.792
H 0.896 1.951 0.017
H -1.697 2.294 0.425
H -2.249 1.908 -1.160
H -3.386 -1.020 -0.549
H -1.719 -1.861 -0.835
H -2.270 -0.584 -1.956
H -2.459 0.240 1.865
H -0.782 -0.009 1.936
H -1.888 -1.353 1.575


Q: Which of them is the most stable? A: run two.


Run one
Computed, not measured: a 5-piece molecular cluster, CH12N2O4 overall, with ωB97M-V with the def2-TZVPD basis set.

Computed properties:
- orbital gap (eV) = 10.53

CARTESIAN COORDINATES (ANGSTROEM)
H 2.118 0.260 1.359
N 1.704 -0.377 0.646
C 1.800 -0.704 -0.584
N 0.697 -1.390 -1.127
H 2.628 -0.349 -1.185
H 0.049 -1.726 -0.507
H 0.765 -2.074 -1.884
O -3.149 0.462 -1.752
H -3.899 -0.096 -2.044
H -2.430 -0.177 -1.470
O 1.111 3.544 0.822
H 1.950 3.177 1.308
H 0.497 2.921 0.818
O -0.924 0.563 -0.216
H -0.867 1.470 -0.350
H -0.315 0.298 0.373
O -0.666 -1.877 2.218
H -0.001 -1.429 1.709
H -1.068 -2.496 1.866


Run two
Computed, not measured: a 5-piece molecular cluster, CH12N2O4 overall, with ωB97M-V with the def2-TZVPD basis set.

Computed properties:
- orbital gap (eV) = 9.51

CARTESIAN COORDINATES (ANGSTROEM)
H -1.286 -1.037 -3.856
N -0.835 -1.509 -3.068
C 0.344 -0.952 -2.992
N 0.889 -0.381 -1.913
H 0.966 -0.933 -3.890
H 0.386 -0.166 -1.066
H 1.870 -0.157 -1.920
O 0.121 0.605 3.791
H -0.615 0.058 4.125
H -0.349 1.193 3.194
O -0.761 -1.783 1.327
H -1.068 -1.350 0.522
H -1.446 -1.551 1.945
O -1.886 0.112 -0.697
H -1.698 -0.665 -1.266
H -2.474 0.567 -1.321
O 2.493 2.997 2.263
H 3.196 2.486 1.853
H 2.153 2.468 2.970


Run three
Computed, not measured: a 5-piece molecular cluster, CH12N2O4 overall, with ωB97M-V with the def2-TZVPD basis set.

Computed properties:
- orbital gap (eV) = 10.14

CARTESIAN COORDINATES (ANGSTROEM)
H 2.564 1.620 0.593
N 2.001 0.802 0.406
C 2.407 -0.073 -0.420
N 1.775 -1.292 -0.425
H 3.022 -0.025 -1.332
H 1.078 -1.517 0.262
H 1.741 -1.723 -1.334
O -6.249 0.817 -2.671
H -5.531 0.185 -2.868
H -6.042 1.744 -2.822
O 2.958 -2.209 2.231
H 3.800 -1.753 2.253
H 2.302 -1.585 1.911
O -0.135 -0.937 2.951
H 0.021 -0.356 2.189
H -0.805 -0.572 3.551
O -1.637 2.103 -1.838
H -2.145 1.893 -1.031
H -1.124 2.880 -1.605


Q: Which of them is the most stable? A: run three.


Run one
Computed, not measured: a single C21H20N4O3 molecule, with ωB97M-V with the def2-TZVPD basis set.

Computed properties:
- orbital gap (eV) = 8.33

CARTESIAN COORDINATES (ANGSTROEM)
C 7.039 3.552 0.699
O 6.424 2.984 -0.432
C 5.576 1.932 -0.249
C 5.251 1.367 0.978
C 4.375 0.299 1.048
C 3.807 -0.238 -0.103
N 2.912 -1.318 -0.033
C 2.038 -1.626 -1.145
C 1.021 -2.638 -0.586
C -0.309 -1.949 -0.234
O -0.701 -1.805 0.902
N -0.969 -1.538 -1.350
N -2.157 -0.885 -1.503
C -2.878 -0.530 -0.509
C -4.120 0.149 -0.732
C -4.686 0.502 -1.936
N -5.872 1.128 -1.727
C -6.116 1.203 -0.381
C -7.191 1.748 0.309
C -7.165 1.676 1.685
C -6.098 1.077 2.360
C -5.029 0.535 1.679
C -5.029 0.594 0.287
C 1.695 -3.187 0.667
C 2.810 -2.211 0.995
O 3.495 -2.244 1.990
C 4.134 0.332 -1.333
C 5.003 1.400 -1.403
H 6.300 3.968 1.392
H 7.662 2.822 1.226
H 7.668 4.355 0.320
H 5.669 1.748 1.896
H 4.139 -0.128 2.008
H 2.612 -2.073 -1.968
H 1.560 -0.710 -1.507
H 0.809 -3.422 -1.317
H -0.555 -1.737 -2.251
H -2.609 -0.715 0.527
H -4.301 0.337 -2.923
H -6.479 1.483 -2.447
H -8.014 2.210 -0.215
H -7.983 2.089 2.256
H -6.117 1.042 3.439
H -4.211 0.075 2.211
H 2.117 -4.182 0.524
H 0.998 -3.224 1.507
H 3.722 -0.055 -2.251
H 5.257 1.841 -2.354


Run two
Computed, not measured: a single C21H20N4O3 molecule, with ωB97M-V with the def2-TZVPD basis set.

Computed properties:
- orbital gap (eV) = 9.64

CARTESIAN COORDINATES (ANGSTROEM)
C 1.923 3.443 -1.115
O 1.714 2.334 -0.270
C 0.878 1.335 -0.672
C 0.094 1.408 -1.820
C -0.742 0.365 -2.176
C -0.795 -0.792 -1.409
C -1.650 -1.961 -1.762
O -1.329 -3.108 -1.523
N -2.814 -1.643 -2.388
C -3.795 -2.655 -2.728
C -4.881 -2.733 -1.688
C -4.613 -3.259 -0.428
C -5.622 -3.282 0.519
C -6.865 -2.773 0.168
N -7.131 -2.269 -1.024
C -6.163 -2.250 -1.924
C 0.020 -0.882 -0.286
C 0.832 0.168 0.112
C 1.674 -0.052 1.332
O 2.094 -1.153 1.627
N 1.866 1.041 2.107
C 2.807 1.030 3.211
C 4.122 1.608 2.764
C 5.008 0.849 2.006
C 6.176 1.435 1.551
C 6.410 2.766 1.864
N 5.574 3.500 2.578
C 4.463 2.933 3.013
H 2.688 4.042 -0.621
H 2.285 3.134 -2.099
H 1.013 4.040 -1.227
H 0.129 2.283 -2.450
H -1.323 0.452 -3.082
H -3.117 -0.683 -2.409
H -4.219 -2.426 -3.710
H -3.252 -3.603 -2.773
H -3.627 -3.642 -0.206
H -5.451 -3.686 1.504
H -7.688 -2.767 0.871
H -6.431 -1.831 -2.886
H 0.027 -1.792 0.295
H 1.618 1.945 1.736
H 2.927 -0.014 3.509
H 2.390 1.607 4.041
H 4.773 -0.182 1.779
H 6.887 0.874 0.964
H 7.305 3.273 1.529
H 3.811 3.572 3.597


Q: Which of them is the most stable? A: run two.


Run one
Computed, not measured: a single C19H26N2O4S2 molecule, with ωB97M-V with the def2-TZVPD basis set.

Computed properties:
- orbital gap (eV) = 8.60

CARTESIAN COORDINATES (ANGSTROEM)
C 6.407 2.102 0.679
C 5.202 1.836 1.584
C 4.639 3.147 2.137
C 4.135 1.065 0.848
C 3.717 -0.180 1.296
C 2.734 -0.898 0.641
C 2.135 -0.386 -0.508
N 1.164 -1.112 -1.218
C 0.820 -2.464 -0.821
C 0.001 -2.456 0.482
O 0.392 -2.972 1.507
N -1.163 -1.798 0.351
C -1.942 -1.357 1.484
C -1.550 0.076 1.864
S -2.880 0.937 2.753
C -3.704 1.808 1.344
C -4.061 0.893 0.243
C -3.402 0.590 -0.916
C -4.179 -0.401 -1.564
C -5.247 -0.627 -0.753
O -5.187 0.150 0.342
S 0.130 -0.353 -2.282
C 1.080 -0.255 -3.821
O -0.206 0.962 -1.823
O -0.968 -1.248 -2.522
C 2.547 0.864 -0.965
C 3.524 1.573 -0.290
H 6.795 1.167 0.280
H 7.198 2.593 1.241
H 6.131 2.743 -0.154
H 5.540 1.226 2.429
H 4.307 3.795 1.330
H 3.790 2.948 2.787
H 5.400 3.671 2.710
H 4.160 -0.604 2.186
H 2.433 -1.848 1.049
H 0.220 -2.891 -1.625
H 1.728 -3.055 -0.685
H -1.412 -1.423 -0.555
H -1.746 -2.037 2.316
H -3.001 -1.408 1.225
H -0.679 0.077 2.518
H -1.323 0.658 0.970
H -4.587 2.259 1.792
H -3.016 2.577 0.996
H -2.486 1.016 -1.272
H -3.952 -0.877 -2.494
H -6.090 -1.285 -0.838
H 0.649 0.530 -4.430
H 0.977 -1.216 -4.308
H 2.116 -0.044 -3.595
H 2.081 1.312 -1.825
H 3.809 2.543 -0.670


Run two
Computed, not measured: a single C19H26N2O4S2 molecule, with ωB97M-V with the def2-TZVPD basis set.

Computed properties:
- orbital gap (eV) = 8.68

CARTESIAN COORDINATES (ANGSTROEM)
C -2.747 2.780 3.368
C -1.882 1.788 4.148
C -2.757 0.782 4.899
C -0.916 1.072 3.236
C 0.455 1.214 3.408
C 1.353 0.539 2.603
C 0.891 -0.288 1.586
N 1.781 -1.019 0.771
C 2.880 -0.370 0.088
C 2.354 0.147 -1.259
O 2.258 1.330 -1.514
N 1.988 -0.847 -2.085
C 1.159 -0.606 -3.242
C -0.306 -0.867 -2.894
S -1.444 -0.322 -4.198
C -1.411 1.509 -3.937
C -1.729 1.889 -2.548
C -0.910 2.138 -1.481
C -1.764 2.417 -0.387
C -3.032 2.310 -0.866
O -3.024 1.990 -2.170
S 1.759 -2.668 0.821
C 2.826 -3.088 2.224
O 2.393 -3.134 -0.384
O 0.438 -3.127 1.108
C -0.478 -0.423 1.390
C -1.365 0.245 2.212
H -3.426 3.295 4.044
H -3.337 2.268 2.612
H -2.125 3.523 2.875
H -1.300 2.351 4.886
H -2.137 0.072 5.443
H -3.396 1.299 5.611
H -3.388 0.228 4.210
H 0.830 1.854 4.194
H 2.415 0.656 2.769
H 3.266 0.471 0.668
H 3.667 -1.108 -0.078
H 2.061 -1.800 -1.742
H 1.476 -1.247 -4.067
H 1.301 0.441 -3.522
H -0.491 -1.933 -2.762
H -0.575 -0.337 -1.978
H -0.424 1.868 -4.220
H -2.163 1.881 -4.631
H 0.162 2.141 -1.476
H -1.463 2.655 0.611
H -3.990 2.439 -0.403
H 2.857 -4.166 2.301
H 2.381 -2.654 3.109
H 3.814 -2.689 2.038
H -0.836 -1.069 0.606
H -2.424 0.121 2.043


Q: Which of them is the most stable? A: run two.


Run one
Computed, not measured: a 2-piece molecular cluster, C3H8N5 overall, with ωB97M-V with the def2-TZVPD basis set.

Computed properties:
- total charge = +1
- orbital gap (eV) = 8.17

CARTESIAN COORDINATES (ANGSTROEM)
C 0.940 1.140 -0.182
C 0.157 -1.087 -0.059
C 0.017 1.778 -0.701
N -0.946 2.659 -1.033
N 0.778 -2.079 0.362
N -1.420 1.358 -1.054
N -2.151 1.017 -0.020
N 1.695 -1.943 1.352
H 1.911 0.641 0.020
H -0.616 -1.157 -0.873
H -0.982 3.089 -1.994
H 0.531 -3.145 0.310
H -2.275 0.081 0.008
H -1.950 1.425 0.826
H 2.022 -1.036 1.537
H 2.289 -2.737 1.500


Run two
Computed, not measured: an isolated ion of composition C3H8N5 and charge +1, with ωB97M-V with the def2-TZVPD basis set.

Computed properties:
- total charge = +1
- orbital gap (eV) = 9.12

CARTESIAN COORDINATES (ANGSTROEM)
N -1.597 -0.891 -0.244
C -0.810 0.272 0.145
N -0.415 1.013 -1.066
C 0.682 0.829 -1.784
N 1.711 0.365 -1.048
C 1.543 -0.033 0.159
N 0.450 -0.141 0.853
N 0.387 -0.481 2.184
H -2.614 -0.797 -0.099
H -1.305 -1.105 -1.237
H -1.589 0.888 0.853
H -1.276 1.352 -1.465
H 0.902 1.201 -2.737
H 2.474 -0.390 0.632
H 1.390 -0.602 2.590
H 0.066 -1.481 2.263


Q: Which of them is the most stable? A: run two.


Run one
Computed, not measured: a 2-piece molecular cluster, C7H16O overall, with ωB97M-V with the def2-TZVPD basis set.

Computed properties:
- orbital gap (eV) = 10.63

CARTESIAN COORDINATES (ANGSTROEM)
C -1.888 0.933 -2.875
C -2.564 -0.033 -1.930
C -3.327 -1.169 -2.572
O -2.499 0.096 -0.718
H -1.367 1.724 -2.309
H -2.633 1.407 -3.536
H -1.150 0.403 -3.499
H -4.134 -0.774 -3.211
H -2.652 -1.780 -3.194
H -3.776 -1.817 -1.800
C -0.394 -4.309 -0.651
C 0.198 -2.986 -0.167
C 0.892 -2.212 -1.285
C 1.484 -0.888 -0.801
H -0.888 -4.845 0.176
H 0.404 -4.952 -1.061
H -1.138 -4.123 -1.444
H -0.608 -2.355 0.256
H 0.930 -3.182 0.639
H 1.698 -2.842 -1.709
H 0.160 -2.015 -2.092
H 2.228 -1.074 -0.008
H 0.687 -0.245 -0.392
H 1.978 -0.352 -1.629


Run two
Computed, not measured: a single C7H16O molecule, with ωB97M-V with the def2-TZVPD basis set.

Computed properties:
- orbital gap (eV) = 11.10

CARTESIAN COORDINATES (ANGSTROEM)
C 1.974 -0.295 0.950
C 1.424 0.576 -0.177
C 1.585 -0.136 -1.519
C 0.015 1.136 0.081
C -1.247 0.260 0.212
C -1.208 -0.711 1.396
C -1.608 -0.501 -1.068
O -2.256 1.242 0.458
H 1.786 0.160 1.919
H 1.532 -1.287 0.939
H 3.050 -0.412 0.831
H 2.055 1.474 -0.218
H 1.147 -1.129 -1.496
H 2.643 -0.247 -1.750
H 1.120 0.434 -2.319
H 0.058 1.718 1.005
H -0.208 1.845 -0.720
H -2.206 -1.116 1.568
H -0.539 -1.541 1.203
H -0.889 -0.195 2.298
H -0.932 -1.332 -1.238
H -2.618 -0.901 -0.983
H -1.576 0.165 -1.926
H -3.104 0.795 0.554


Q: Which of them is the most stable? A: run two.